# C25H40BrCl3N3O3SiSr

A structure of composition C25H40BrCl3N3O3SiSr (wB97M-V/def2-TZVPD, the Open Molecules 2025 dataset).

XYZ file:
```
77
Properties=species:S:1:pos:R:3:forces:R:3
C 3.014 -2.691 -2.112 0.05 -0.68 0.03
C 2.293 -1.921 -3.158 -0.23 -0.20 -0.42
H 2.399 -3.562 -1.829 0.57 0.32 -0.10
H 3.161 -2.114 -1.193 0.04 -0.16 -0.30
H 3.967 -3.051 -2.527 -0.02 0.11 0.23
C 2.135 -2.431 -4.389 0.03 0.59 -0.04
C 2.535 -3.827 -4.749 0.15 -0.35 -0.10
H 1.765 -1.826 -5.223 -0.04 -0.21 0.49
H 2.019 -4.563 -4.108 0.30 0.20 -0.14
H 3.623 -3.974 -4.643 -0.28 -0.10 0.04
H 2.269 -4.048 -5.790 0.08 0.01 0.19
Sr 1.273 0.727 2.253 0.18 -0.81 0.31
Cl 2.926 2.301 3.872 -0.23 0.03 -0.07
Cl 2.753 1.342 0.003 -0.13 0.20 0.24
C 0.017 3.574 2.143 -1.06 -0.83 -0.25
O -0.506 2.483 2.489 0.99 1.06 -0.35
N -0.714 4.532 1.567 -0.02 -0.37 0.04
C -2.110 4.249 1.243 -0.18 0.13 -0.13
C -0.088 5.735 1.051 0.15 0.03 -0.18
H 1.093 3.783 2.236 -0.09 -0.05 0.26
H -2.581 3.715 2.084 0.20 0.22 -0.41
H -2.201 3.633 0.322 0.10 0.36 0.59
H -2.605 5.220 1.082 0.05 -0.45 0.06
H 0.809 5.920 1.653 -0.19 0.17 -0.26
H -0.798 6.567 1.148 0.35 -0.15 0.03
H 0.203 5.628 -0.011 -0.16 0.03 0.43
H -1.060 -5.167 3.751 -0.19 -0.02 -0.18
H -0.343 -3.521 0.517 -2.86 -0.29 0.64
C -1.823 -4.938 2.994 -0.44 0.15 0.67
C -1.443 -3.826 0.839 -0.19 0.48 -0.52
N -1.463 -3.741 2.255 -0.67 0.90 1.23
H -2.789 -4.816 3.508 0.04 -0.15 -0.02
C -1.230 -2.574 2.936 1.22 -1.31 -0.37
O -0.337 -1.729 2.708 -1.44 -0.35 -0.15
H -2.120 -3.117 0.342 -0.38 -0.41 0.24
H -1.908 -2.510 3.808 0.43 0.19 0.34
H -1.894 -5.794 2.306 0.04 0.51 0.26
H -1.562 -4.872 0.528 -0.07 0.57 -0.08
O 0.890 -0.708 -1.616 -1.75 0.33 0.06
C 1.820 -0.566 -2.705 0.29 0.27 0.21
C 0.354 -0.042 -4.707 -0.01 0.75 -0.10
C 1.388 0.314 -3.848 0.23 0.27 0.42
H -0.134 -1.000 -4.552 -0.03 0.28 -0.18
C -0.061 0.871 -5.684 0.09 -0.10 0.24
H 2.673 -0.087 -2.218 0.11 0.12 -0.17
C 2.074 1.522 -4.010 -0.24 0.20 -0.43
H -0.913 0.604 -6.306 0.14 0.17 -0.03
C 0.581 2.107 -5.827 0.09 0.02 0.06
C 1.684 2.418 -5.012 -0.15 -0.05 0.01
H 2.889 1.759 -3.316 -0.35 -0.04 -0.30
H 0.202 2.839 -6.558 0.31 -0.45 0.34
H 2.220 3.371 -5.136 -0.34 -0.46 0.06
Si -0.573 0.095 -1.313 0.84 0.66 -1.36
Cl 0.973 -3.661 -0.139 4.15 -0.39 -1.31
C -1.892 -0.435 -2.518 -0.28 -0.13 -0.26
C -0.371 1.960 -1.696 0.10 -0.01 0.14
C -1.516 -0.084 0.315 0.07 0.12 0.31
H -1.809 0.077 -3.479 -0.02 -0.09 0.14
H -2.877 -0.197 -2.099 0.06 -0.12 -0.05
H -1.819 -1.512 -2.685 -0.18 -0.08 -0.03
H -2.291 -0.859 0.173 0.42 0.23 0.10
H -2.049 0.874 0.531 0.45 -0.56 -0.27
H -0.965 -0.372 1.209 -0.17 -0.05 -0.07
H -0.403 2.116 -2.785 0.04 -0.09 0.22
H 0.587 2.350 -1.331 -0.17 -0.06 -0.03
H -1.185 2.568 -1.271 0.10 -0.22 -0.01
Br -1.931 -2.130 7.521 0.18 0.18 -0.16
C -1.151 -0.613 6.674 0.31 0.54 -0.58
C -1.454 0.673 7.138 0.29 -0.17 -0.35
C -0.843 1.766 6.516 0.09 -0.60 -0.12
C 0.002 1.513 5.434 -0.24 0.25 0.18
N 0.195 0.298 4.923 0.30 -0.49 0.29
C -0.319 -0.772 5.548 -0.57 0.65 0.69
H -2.145 0.788 7.965 0.07 0.07 0.00
H -0.994 2.797 6.828 -0.07 -0.31 0.11
H 0.566 2.321 4.964 -0.23 -0.24 0.05
H -0.082 -1.761 5.166 -0.05 0.28 -0.07
```
Forces are in eV/Å.

Its net charge is -1. Its orbital gap is 5.408 eV.

Here are the Löwdin charges for atoms 1 to 5, given in e:
1. C -0.131
2. C -0.231
3. H -0.037
4. H 0.069
5. H 0.081